P | 6 unconnected molecules or ions with the total composition C12H36O12. Source: the OMol25 dataset; level of theory: wB97M-V/def2-TZVPD.

Geometry as XYZ:
```
60
Properties=species:S:1:pos:R:3:lowdin_charge:R:1
C 0.245 0.543 12.137 -0.2308
C -0.188 1.818 11.432 -0.2433
O -0.178 2.909 12.366 -0.0814
O -0.148 -0.578 11.341 -0.0762
H -0.137 0.500 13.153 0.1218
H 1.336 0.479 12.179 0.1177
H -1.192 1.748 11.009 0.1190
H 0.470 2.098 10.604 0.1141
H -0.536 3.686 11.924 0.0651
H 0.494 -0.707 10.643 0.0778
C 3.270 6.897 11.173 -0.2262
C 4.568 7.554 10.704 -0.2525
O 5.455 7.863 11.769 -0.0671
O 2.632 7.660 12.203 -0.0684
H 3.557 5.917 11.571 0.1233
H 2.550 6.859 10.364 0.0882
H 4.390 8.449 10.095 0.1138
H 5.142 6.879 10.067 0.1196
H 5.093 8.527 12.363 0.0763
H 3.303 7.792 12.884 0.0681
C 2.907 7.397 5.601 -0.2736
C 3.704 7.287 6.879 -0.2204
O 2.826 7.179 8.005 -0.0882
O 2.375 8.699 5.486 -0.0552
H 2.087 6.661 5.540 0.1154
H 3.481 7.037 4.730 0.1185
H 4.320 8.185 6.946 0.1246
H 4.287 6.371 6.889 0.1230
H 2.352 8.019 8.060 0.0926
H 1.914 8.805 4.652 0.0886
C -1.212 5.980 7.662 -0.2429
C -0.694 6.294 9.082 -0.2361
O -1.441 5.620 10.076 -0.0451
O -2.539 6.412 7.544 -0.0787
H -1.010 4.919 7.470 0.1224
H -0.575 6.471 6.915 0.1127
H -0.828 7.381 9.166 0.1244
H 0.365 6.031 9.079 0.1069
H -2.141 6.252 10.267 0.0831
H -2.918 6.198 6.677 0.0483
C -4.745 7.248 5.137 -0.2534
C -4.482 5.956 4.385 -0.2154
O -3.619 5.159 5.217 -0.0712
O -5.770 7.949 4.448 -0.0607
H -3.857 7.895 5.155 0.1278
H -5.069 7.021 6.157 0.1103
H -4.142 6.101 3.357 0.1250
H -5.475 5.506 4.260 0.1257
H -3.614 4.325 4.731 0.1018
H -6.223 8.582 5.005 0.0805
C -6.297 8.891 9.893 -0.2626
C -5.253 8.360 8.891 -0.2560
O -5.030 6.966 8.967 -0.0753
O -6.280 10.289 9.867 -0.0504
H -5.907 8.542 10.854 0.1211
H -7.258 8.381 9.789 0.1218
H -4.341 8.897 9.172 0.1226
H -5.511 8.604 7.851 0.1007
H -4.126 6.757 8.697 0.0390
H -6.871 10.608 9.178 0.0899
```

The value obtained for the frontier orbital gap is 10.2 eV. Its multiplicity is 1. Its structure (SMILES) is OCCO.OCCO.OCCO.OCCO.OCCO.OCCO. Its HOMO energy is -9.9 eV. For the molecular weight, the calculation gives 372.408 g mol⁻¹.

---

Q | 6 unconnected molecules or ions with the total composition C12H36O12. Source: the OMol25 dataset; level of theory: wB97M-V/def2-TZVPD.

Geometry as XYZ:
```
60
Properties=species:S:1:pos:R:3:lowdin_charge:R:1
C 2.895 -3.034 0.974 -0.2407
C 2.219 -3.680 -0.288 -0.1798
O 1.710 -2.636 -1.179 -0.0758
O 1.951 -2.382 1.757 -0.0684
H 3.721 -2.396 0.659 0.1258
H 3.341 -3.774 1.638 0.1129
H 1.412 -4.309 0.088 0.1003
H 2.930 -4.320 -0.811 0.1189
H 1.043 -2.099 -0.746 0.0197
H 1.148 -2.903 1.685 0.0945
C -2.886 4.588 -0.647 -0.2104
C -1.521 4.623 -1.292 -0.2738
O -1.187 3.303 -1.711 -0.0541
O -2.567 3.961 0.612 -0.0874
H -3.540 3.943 -1.233 0.1204
H -3.216 5.589 -0.369 0.1259
H -0.830 5.245 -0.722 0.1322
H -1.694 5.177 -2.215 0.1144
H -0.325 3.523 -2.072 0.0944
H -1.905 3.347 0.286 0.0457
C -3.283 -0.722 1.322 -0.1753
C -4.220 0.215 2.119 -0.2433
O -5.444 0.452 1.472 -0.0497
O -2.920 -0.046 0.083 -0.0913
H -3.658 -1.712 1.062 0.1201
H -2.376 -0.897 1.902 0.1164
H -3.781 1.161 2.436 0.1206
H -4.464 -0.120 3.127 0.1188
H -5.279 1.006 0.705 0.0776
H -3.738 0.125 -0.389 0.0863
C 4.807 2.697 0.340 -0.2648
C 5.267 2.935 1.788 -0.2186
O 4.269 2.273 2.578 -0.0850
O 4.843 1.343 0.013 -0.0585
H 5.338 3.353 -0.350 0.1142
H 3.769 3.019 0.249 0.1066
H 5.305 4.017 1.918 0.1083
H 6.160 2.404 2.118 0.1193
H 4.492 2.384 3.505 0.0783
H 4.096 0.948 0.469 0.0361
C -1.309 -4.505 -1.982 -0.2371
C -1.989 -3.139 -2.238 -0.2501
O -3.331 -3.143 -2.668 -0.0584
O -1.144 -5.139 -3.217 -0.0495
H -1.897 -5.117 -1.298 0.1187
H -0.324 -4.239 -1.598 0.0983
H -1.337 -2.458 -2.785 0.1301
H -2.051 -2.611 -1.287 0.0881
H -3.774 -3.884 -2.249 0.0812
H -2.009 -5.414 -3.528 0.0842
C 1.258 0.829 0.553 -0.3318
C 0.251 0.357 -0.407 -0.2285
O -0.170 -0.898 0.019 -0.0730
O 2.397 0.192 0.582 -0.0242
H 0.879 0.831 1.575 0.1431
H 1.516 1.844 0.251 0.1269
H 0.704 0.326 -1.397 0.1406
H -0.596 1.043 -0.373 0.1068
H -1.120 -0.845 0.150 0.0405
H 2.163 -0.631 1.017 0.0630
```

The value obtained for the frontier orbital gap is 9.9 eV. Its multiplicity is 1. Its structure (SMILES) is OCCO.OCCO.OCCO.OCCO.OCCO.OCCO. Its HOMO energy is -9.5 eV. For the molecular weight, the calculation gives 372.408 g mol⁻¹.

---

Tell me which of them is the most stable. Sure, it is P.

---

P | A single C19H23N3O5 molecule. Source: the OMol25 dataset; level of theory: wB97M-V/def2-TZVPD.

Geometry as XYZ:
```
50
Properties=species:S:1:pos:R:3:lowdin_charge:R:1
C 3.181 4.079 1.364 -0.0623
C 3.352 3.932 -0.140 -0.2108
H 2.567 4.480 -0.670 0.1173
H 4.335 4.286 -0.462 0.1217
O 3.292 2.557 -0.532 -0.0091
C 2.130 2.096 -0.999 -0.4983
O 1.138 2.764 -1.136 0.1148
C 2.233 0.628 -1.343 -0.0181
H 2.694 0.534 -2.329 0.1382
H 2.900 0.157 -0.621 0.1194
C 0.836 -0.030 -1.352 -0.2739
N 0.756 -1.321 -0.687 -0.1568
C 1.489 -2.350 -1.401 -0.1572
C 0.985 -2.423 -2.843 -0.1869
O 1.087 -1.175 -3.486 -0.1212
C 0.333 -0.212 -2.790 -0.1517
H 0.425 0.725 -3.341 0.1370
H -0.725 -0.515 -2.763 0.1308
H 1.586 -3.123 -3.425 0.1260
H -0.065 -2.753 -2.841 0.1264
H 1.309 -3.308 -0.906 0.1282
H 2.575 -2.160 -1.402 0.1275
C 1.080 -1.315 0.740 -0.1360
C 0.579 -0.103 1.446 -0.1544
C -0.725 0.274 1.760 -0.1536
N -0.612 1.466 2.398 0.0405
N 0.644 1.878 2.511 0.0462
C 1.376 0.937 1.948 -0.1156
H 2.444 1.022 1.925 0.1146
H -1.363 2.054 2.724 0.1561
C -2.004 -0.380 1.539 -0.1426
C -3.078 -0.132 2.393 -0.0329
C -4.316 -0.740 2.216 0.0131
C -4.444 -1.604 1.156 -0.2025
C -3.372 -1.862 0.298 -0.1835
C -2.148 -1.270 0.462 0.0819
H -1.330 -1.464 -0.212 0.1063
O -3.770 -2.753 -0.664 0.0378
C -5.121 -3.047 -0.387 -0.1583
O -5.535 -2.326 0.754 0.0374
H -5.746 -2.762 -1.249 0.1403
H -5.235 -4.127 -0.200 0.1400
H -5.140 -0.546 2.881 0.1191
H -2.951 0.531 3.236 0.1062
H 0.621 -2.215 1.168 0.1316
H 2.169 -1.384 0.907 0.1244
H 0.138 0.646 -0.847 0.1403
H 3.235 5.130 1.633 0.0767
H 3.969 3.542 1.887 0.0765
H 2.219 3.680 1.678 0.0499
```

The value obtained for the frontier orbital gap is 8.7 eV. Its multiplicity is 1. Its structure (SMILES) is CCOC(=O)C[C@H]1COCCN1Cc1cn[nH]c1-c1ccc2c(c1)OCO2. Its HOMO energy is -8.0 eV. For the molecular weight, the calculation gives 373.409 g mol⁻¹.

---

Q | A single C19H23N3O5 molecule. Source: the OMol25 dataset; level of theory: wB97M-V/def2-TZVPD.

Geometry as XYZ:
```
50
Properties=species:S:1:pos:R:3:lowdin_charge:R:1
C 3.104 3.418 1.764 -0.0554
H 3.984 3.816 2.266 0.0987
O 3.579 2.347 0.980 -0.0624
C 2.721 1.660 0.216 -0.1961
C 1.354 1.921 0.161 0.0644
C 0.501 1.180 -0.648 -0.1663
C 1.010 0.164 -1.482 -0.2051
C 2.359 -0.092 -1.427 0.0395
C 3.221 0.617 -0.590 -0.0855
N 4.596 0.233 -0.579 -0.3532
O 5.332 0.688 0.272 0.0953
O 4.960 -0.558 -1.433 0.0540
H 2.792 -0.873 -2.033 0.1287
C 0.117 -0.626 -2.391 -0.0215
H -0.599 -1.214 -1.819 0.0686
H -0.430 0.029 -3.069 0.0881
H 0.712 -1.313 -2.985 0.0871
N -0.864 1.410 -0.651 0.1564
C -1.603 2.300 0.061 -0.4387
O -1.178 3.192 0.761 0.0826
C -3.098 2.076 -0.181 -0.1023
N -3.377 0.661 -0.353 -0.2485
C -4.585 0.399 -1.108 -0.0818
H -4.689 -0.676 -1.248 0.0860
H -4.506 0.867 -2.089 0.0877
H -5.490 0.775 -0.612 0.0914
C -3.334 -0.081 0.902 -0.1444
H -2.865 0.530 1.676 0.1346
C -2.489 -1.353 0.765 -0.1769
O -1.152 -0.994 1.035 -0.0571
C -0.161 -1.927 0.910 -0.2747
C -0.331 -3.210 0.408 -0.0316
C 0.765 -4.050 0.286 -0.0842
C 2.026 -3.629 0.664 -0.0911
C 2.191 -2.354 1.185 -0.0744
C 1.109 -1.510 1.311 -0.0145
H 1.217 -0.516 1.714 0.1191
H 3.169 -2.019 1.495 0.1105
H 2.874 -4.287 0.560 0.1013
H 0.623 -5.044 -0.111 0.1033
H -1.305 -3.569 0.111 0.1032
H -2.593 -1.756 -0.251 0.1209
H -2.825 -2.115 1.482 0.1342
H -4.344 -0.346 1.239 0.1252
H -3.354 2.602 -1.106 0.1338
H -3.664 2.544 0.637 0.1365
H -1.433 0.709 -1.116 0.1171
H 0.921 2.698 0.766 0.0946
H 2.381 3.078 2.511 0.1011
H 2.650 4.198 1.146 0.1020
```

The value obtained for the frontier orbital gap is 8.5 eV. Its multiplicity is 1. Its structure (SMILES) is COc1cc(NC(=O)CN(C)CCOc2ccccc2)c(C)cc1[N+](=O)[O-]. Its HOMO energy is -8.4 eV. For the molecular weight, the calculation gives 373.409 g mol⁻¹.

---

Tell me which of them is the most stable. Sure, it is P.

---

P | 2 unconnected molecules or ions with the total composition CH2O2S. Source: the OMol25 dataset; level of theory: wB97M-V/def2-TZVPD.

Geometry as XYZ:
```
6
Properties=species:S:1:pos:R:3:lowdin_charge:R:1
C -0.021 -0.979 1.323 -0.9103
O 0.084 0.624 -1.210 -0.0475
O -1.087 -1.132 0.965 0.1197
S 1.418 -0.651 1.811 0.7714
H 0.340 1.605 -1.335 0.1034
H -0.733 0.533 -1.555 -0.0368
```

The value obtained for the frontier orbital gap is 11.0 eV. Its multiplicity is 1. Its structure (SMILES) is O=C=S.O. Its HOMO energy is -10.4 eV. For the molecular weight, the calculation gives 78.092 g mol⁻¹.

---

Q | A single CH2O2S molecule. Source: the OMol25 dataset; level of theory: wB97M-V/def2-TZVPD.

Geometry as XYZ:
```
6
Properties=species:S:1:pos:R:3:lowdin_charge:R:1
C 0.037 -1.074 0.090 -0.3721
O -0.977 -1.678 -0.005 0.0304
O 1.348 1.194 0.324 -0.6341
S 0.126 0.676 0.932 0.8282
H -1.109 1.439 0.301 0.0501
H 1.002 -1.349 -0.344 0.0975
```

The value obtained for the frontier orbital gap is 9.1 eV. Its multiplicity is 1. Its HOMO energy is -9.4 eV. For the molecular weight, the calculation gives 78.092 g mol⁻¹.

---

R | A single CH2O2S molecule. Source: the OMol25 dataset; level of theory: wB97M-V/def2-TZVPD.

Geometry as XYZ:
```
6
Properties=species:S:1:pos:R:3:lowdin_charge:R:1
C -0.477 -0.117 -0.049 -1.0818
H 1.125 1.136 -0.029 0.1793
H 1.193 -0.868 0.159 0.1903
O 0.073 1.097 -0.024 -0.0350
O 0.214 -1.172 -0.041 0.0653
S -2.127 -0.077 -0.016 0.6820
```

The value obtained for the frontier orbital gap is 8.1 eV. Its multiplicity is 1. Its structure (SMILES) is OC(O)=S. Its HOMO energy is -8.5 eV. For the molecular weight, the calculation gives 78.092 g mol⁻¹.

---

Tell me which of them is the most stable. Sure, it is P.